--- P ---
A 2-piece molecular cluster, C3H6O4 overall. Source: OMol25; level of theory: wB97M-V/def2-TZVPD.

Each line ends with the Löwdin charge.
Geometry (Å):
1 C 1.232 1.248 0.014  -0.02
2 C 0.146 0.594 -0.797  -0.32
3 O -0.129 0.929 -1.919  0.12
4 C -1.087 -0.459 0.179  -0.52
5 O -1.936 -1.025 -0.444  0.09
6 O -1.270 0.162 1.350  0.11
7 H 1.852 0.467 0.463  0.09
8 H 1.832 1.921 -0.596  0.09
9 H 0.787 1.784 0.854  0.09
10 H -2.209 0.123 1.595  0.14
11 O 0.370 -1.913 0.194  -0.06
12 H 0.334 -1.137 -0.598  0.11
13 H 0.077 -2.694 -0.295  0.07

highest occupied orbital energy	-9.37	eV
net charge	0
HOMO-LUMO gap	9.6478	eV

***

--- Q ---
A 2-piece molecular cluster, C3H6O4 overall. Source: OMol25; level of theory: wB97M-V/def2-TZVPD.

Each line ends with the Löwdin charge.
Geometry (Å):
1 C 1.192 0.652 0.368  -0.18
2 C 0.860 -0.689 0.142  -0.25
3 C -2.026 0.213 -0.193  -0.36
4 O 0.508 0.163 -0.851  0.09
5 O 2.429 1.267 0.095  0.08
6 O 1.153 -1.928 0.354  0.21
7 O -1.573 -0.501 0.871  -0.25
8 H 0.454 1.357 0.876  0.19
9 H -1.417 0.379 -1.120  0.07
10 H -2.431 1.294 0.107  0.10
11 H -2.899 -0.273 -0.625  0.05
12 H 3.151 0.677 0.037  0.08
13 H 0.600 -2.610 -0.062  0.17

highest occupied orbital energy (spin up / spin down)	-8.08 / -7.63	eV
net charge	0
HOMO-LUMO gap (spin up / spin down)	8.0366 / 7.1540	eV

***

Most stable to least stable, the ends of the list are P and Q.